1.
{"formula": "C52H78F3O38", "method": "wB97M-V/def2-TZVPD", "elements": ["C", "O", "O", "C", "F", "F", "F", "C", "C", "H", "H", "H", "H", "H", "H", "C", "C", "C", "O", "C", "O", "O", "H", "H", "H", "H", "H", "H", "C", "C", "C", "O", "C", "O", "O", "H", "H", "H", "H", "H", "H", "C", "C", "C", "O", "C", "O", "O", "H", "H", "H", "H", "H", "H", "C", "C", "C", "O", "C", "O", "O", "H", "H", "H", "H", "H", "H", "C", "C", "C", "O", "C", "O", "O", "H", "H", "H", "H", "H", "H", "C", "C", "C", "O", "C", "O", "O", "H", "H", "H", "H", "H", "H", "C", "C", "C", "O", "C", "O", "O", "H", "H", "H", "H", "H", "H", "C", "C", "C", "O", "C", "O", "O", "H", "H", "H", "H", "H", "H", "C", "C", "C", "O", "C", "O", "O", "H", "H", "H", "H", "H", "H", "C", "C", "C", "O", "C", "O", "O", "H", "H", "H", "H", "H", "H", "C", "C", "C", "O", "C", "O", "O", "H", "H", "H", "H", "H", "H", "C", "C", "C", "O", "C", "O", "O", "H", "H", "H", "H", "H", "H"], "positions_angstrom": [[-0.804, 1.076, -0.638], [0.144, 0.584, 0.317], [-1.324, 2.213, -0.142], [-0.303, 1.004, -2.101], [-1.114, 1.688, -2.935], [0.965, 1.396, -2.320], [-0.393, -0.288, -2.492], [0.363, -0.805, 0.370], [1.462, -1.060, 1.403], [1.523, -2.147, 1.502], [2.422, -0.590, 1.182], [1.119, -0.627, 2.345], [0.669, -1.317, -0.545], [-0.496, -1.309, 0.833], [-1.646, 0.354, -0.716], [-3.232, -0.398, -4.922], [-2.363, -1.633, -4.813], [-2.510, -2.448, -3.522], [-2.402, -3.772, -3.971], [-2.680, -3.842, -5.277], [-2.893, -4.818, -5.918], [-2.720, -2.600, -5.798], [-2.917, 0.266, -5.731], [-3.285, 0.217, -4.025], [-4.247, -0.662, -5.228], [-1.301, -1.385, -4.899], [-3.528, -2.287, -3.139], [-1.856, -2.181, -2.697], [3.391, -1.222, -1.756], [4.421, -1.928, -0.908], [5.198, -3.058, -1.605], [6.568, -2.641, -1.515], [6.648, -1.485, -0.858], [7.679, -0.929, -0.615], [5.445, -1.003, -0.507], [3.887, -0.665, -2.554], [2.879, -0.457, -1.169], [2.662, -1.924, -2.154], [3.989, -2.323, 0.014], [4.920, -3.275, -2.639], [5.088, -4.043, -1.145], [-2.346, 1.945, 3.429], [-3.254, 0.765, 3.096], [-2.457, -0.401, 2.499], [-2.986, -1.524, 3.193], [-3.602, -1.130, 4.327], [-3.976, -1.860, 5.192], [-3.710, 0.204, 4.330], [-1.842, 2.276, 2.515], [-1.562, 1.709, 4.149], [-2.881, 2.832, 3.772], [-4.059, 0.977, 2.395], [-1.390, -0.345, 2.724], [-2.588, -0.405, 1.419], [-0.750, 6.602, -0.032], [-1.964, 5.650, -0.168], [-2.472, 5.203, 1.235], [-3.838, 5.564, 1.262], [-4.115, 6.368, 0.200], [-5.177, 6.832, -0.061], [-3.064, 6.459, -0.605], [-0.558, 7.046, -1.011], [0.198, 6.172, 0.283], [-1.051, 7.423, 0.620], [-1.713, 4.813, -0.816], [-1.874, 5.650, 2.030], [-2.393, 4.118, 1.306], [4.219, -1.898, 3.703], [3.402, -2.758, 4.676], [4.069, -4.128, 4.986], [4.341, -4.058, 6.361], [4.029, -2.840, 6.871], [4.217, -2.526, 8.000], [3.451, -2.095, 5.934], [5.299, -1.987, 3.836], [3.984, -0.848, 3.883], [3.993, -2.107, 2.656], [2.397, -2.876, 4.272], [4.973, -4.142, 4.373], [3.407, -4.950, 4.721], [1.370, 2.515, 2.683], [2.215, 2.746, 1.449], [1.606, 3.750, 0.423], [2.424, 4.900, 0.639], [3.478, 4.640, 1.432], [4.362, 5.412, 1.628], [3.454, 3.360, 1.829], [0.429, 2.016, 2.458], [1.216, 3.412, 3.281], [1.883, 1.773, 3.305], [2.549, 1.851, 0.928], [0.544, 3.925, 0.574], [1.724, 3.307, -0.565], [-2.414, -3.788, 0.300], [-2.929, -4.737, -0.779], [-2.974, -6.203, -0.279], [-4.263, -6.609, -0.727], [-4.992, -5.562, -1.156], [-6.143, -5.655, -1.457], [-4.255, -4.442, -1.235], [-3.009, -3.887, 1.206], [-2.434, -2.758, -0.065], [-1.378, -3.986, 0.556], [-2.255, -4.716, -1.637], [-2.927, -6.146, 0.810], [-2.180, -6.788, -0.731], [4.211, 2.635, -1.802], [4.827, 3.282, -3.035], [5.489, 2.296, -4.006], [4.640, 2.364, -5.144], [3.655, 3.278, -4.990], [2.794, 3.452, -5.793], [3.766, 3.883, -3.790], [3.804, 3.401, -1.145], [5.031, 2.122, -1.287], [3.467, 1.877, -2.049], [5.496, 4.056, -2.659], [5.379, 1.296, -3.589], [6.496, 2.668, -4.176], [-4.081, 3.463, -2.407], [-4.788, 2.358, -1.673], [-4.810, 2.516, -0.152], [-6.198, 2.327, 0.137], [-6.934, 2.186, -0.961], [-8.121, 2.050, -1.015], [-6.164, 2.333, -2.060], [-3.028, 3.401, -2.100], [-4.442, 4.469, -2.197], [-4.069, 3.315, -3.488], [-4.368, 1.372, -1.893], [-4.538, 3.509, 0.210], [-4.140, 1.822, 0.351], [2.433, -5.425, 2.125], [2.195, -5.974, 0.749], [0.765, -6.452, 0.434], [0.248, -5.525, -0.498], [1.171, -4.543, -0.750], [1.008, -3.656, -1.518], [2.298, -4.811, -0.100], [1.686, -4.676, 2.393], [3.411, -4.938, 2.182], [2.507, -6.212, 2.882], [2.953, -6.672, 0.399], [0.153, -6.614, 1.321], [0.881, -7.435, -0.029], [-0.082, 4.955, -3.103], [-0.263, 4.601, -4.572], [-1.652, 4.126, -5.019], [-1.696, 4.749, -6.317], [-0.902, 5.819, -6.370], [-0.885, 6.605, -7.263], [-0.041, 5.781, -5.323], [0.866, 5.478, -2.957], [-0.114, 4.090, -2.441], [-0.816, 5.720, -2.834], [0.480, 3.815, -4.731], [-2.502, 4.493, -4.439], [-1.791, 3.056, -5.147], [0.282, -1.339, 5.223], [-0.006, -2.835, 5.299], [-1.320, -3.228, 5.920], [-1.884, -4.119, 4.978], [-1.158, -4.131, 3.844], [-1.370, -4.776, 2.868], [-0.058, -3.333, 3.966], [0.355, -0.910, 6.225], [-0.483, -0.756, 4.705], [1.189, -1.092, 4.671], [0.848, -3.315, 5.795], [-1.855, -2.300, 6.124], [-1.108, -3.688, 6.885]], "forces_ev_per_angstrom": [[-2.6, 1.3, 1.8], [0.8, -0.4, -0.9], [1.0, 0.0, -1.3], [-0.1, 0.2, 0.5], [0.3, 0.1, 0.1], [0.0, 0.2, -0.1], [0.4, -0.2, -0.4], [0.8, -0.4, 1.2], [-0.5, 0.2, 0.1], [0.4, 0.0, 0.2], [0.0, -0.2, -0.3], [0.1, -0.1, 0.2], [-0.4, 0.4, -0.3], [-0.3, -0.1, -0.7], [0.1, -0.8, 0.1], [-0.4, 0.3, -0.7], [0.7, 0.3, 0.9], [-1.6, 1.3, 0.1], [0.5, -1.2, 0.6], [-0.3, 0.5, -0.6], [0.2, -0.4, 0.2], [0.0, 0.3, -0.4], [0.4, -0.1, 0.1], [0.2, -0.3, 0.2], [0.0, -0.3, 0.4], [-0.1, 0.1, -0.4], [0.0, -0.2, 0.0], [0.5, -0.4, -0.3], [0.2, 0.4, 0.1], [-0.3, -0.4, 0.1], [0.0, -0.5, -0.2], [-0.5, -0.6, -0.3], [1.0, 0.9, 0.4], [-0.3, -0.2, -0.1], [-0.1, -0.3, -0.2], [0.0, -0.3, -0.2], [-0.1, -0.2, 0.1], [0.0, 0.0, 0.0], [-0.2, 0.1, -0.1], [0.1, 0.7, -0.2], [0.1, 0.3, 0.5], [-0.3, 0.7, -0.9], [1.8, 0.1, 0.3], [0.1, 0.8, 0.3], [0.1, -1.0, -0.4], [-0.2, 0.2, -0.2], [0.1, 0.2, -0.2], [-0.8, 0.2, 0.4], [0.0, -0.2, -0.2], [-0.2, -0.3, 0.1], [-0.2, -0.2, 0.2], [-0.4, 0.4, 0.5], [0.0, 0.1, -0.1], [-0.1, -0.6, 0.0], [-0.7, 0.1, -0.8], [1.2, 1.1, 1.9], [0.9, -1.1, -1.0], [-0.3, 0.7, 0.2], [-0.4, -0.9, -0.2], [-0.2, 0.2, 0.5], [0.7, -0.1, -1.0], [0.0, 0.0, 0.0], [-0.2, -0.3, 0.3], [0.2, 0.0, 0.2], [-0.6, 0.0, -0.2], [-0.4, 0.3, 0.1], [0.0, 0.0, 0.1], [-0.2, 0.2, -0.1], [1.3, 0.0, -1.0], [-0.5, 1.2, -1.0], [0.4, -0.5, 0.4], [0.0, -0.7, 0.3], [0.0, 0.1, -0.1], [-0.9, 0.6, 0.0], [0.0, -0.2, 0.2], [-0.1, 0.0, -0.1], [-0.1, -0.1, 0.0], [-0.1, 0.2, 0.5], [0.2, -0.5, 0.4], [0.1, -0.2, 0.4], [0.3, -1.2, 0.2], [-0.5, 0.3, -0.4], [0.6, -1.3, 0.8], [-0.7, 0.6, -0.5], [0.4, -0.3, -0.8], [0.0, 0.1, 0.4], [0.1, 0.4, 0.5], [-0.1, 0.4, -0.4], [0.0, 0.1, -0.2], [0.2, 0.3, 0.2], [-0.6, -0.3, 0.2], [0.1, 0.2, 0.2], [0.1, 0.6, -0.2], [-0.6, 0.4, -0.6], [1.7, -0.1, 0.0], [-0.6, 1.7, -0.2], [0.2, -0.7, 0.4], [-0.7, -0.3, -0.4], [0.3, 0.2, 0.1], [0.3, -0.2, 0.6], [0.0, 0.2, 0.0], [-0.2, 0.0, 0.1], [0.0, -0.3, -0.1], [-0.2, 0.3, -0.2], [0.0, -0.7, 0.0], [-0.2, -0.3, 0.1], [0.8, -0.3, -0.1], [-0.8, -0.1, 1.2], [-1.0, 0.8, 0.8], [0.4, -0.1, -0.6], [-0.1, -0.3, 0.2], [0.1, 0.2, 0.2], [0.1, 0.2, -0.5], [-0.1, -0.1, 0.0], [-0.1, 0.1, 0.2], [-0.1, 0.2, -0.1], [0.0, 0.1, -0.5], [0.7, -0.1, -0.2], [0.1, -0.7, -0.6], [1.1, -0.2, -0.1], [0.3, 0.2, -0.2], [-0.2, 0.7, -0.3], [0.1, -0.6, 1.4], [-0.7, 0.6, -1.0], [0.4, -0.2, 0.4], [0.1, -0.3, 0.2], [0.0, 0.1, 0.1], [-0.3, -0.1, 0.2], [-0.3, -0.1, 0.0], [0.1, 0.1, -0.3], [-0.1, 0.1, -0.3], [-0.3, -0.3, 0.0], [0.7, -0.4, 0.8], [-0.4, 1.2, -0.1], [1.0, -1.4, 0.2], [0.0, 0.6, 0.2], [-0.5, -1.3, -0.4], [-0.2, 0.4, 0.0], [0.8, 0.4, -0.2], [-0.2, -0.2, 0.0], [0.0, 0.1, -0.3], [-0.4, 0.0, 0.0], [0.0, -0.1, 0.2], [-0.2, 0.7, -0.1], [-0.4, 0.1, -0.3], [-0.3, 0.9, -0.1], [0.1, -1.0, 2.0], [0.3, 0.7, -0.5], [-1.3, -0.5, -0.3], [0.9, -0.5, -0.2], [-0.1, 0.2, 0.3], [-0.1, 0.3, -0.5], [0.2, -0.3, -0.2], [-0.2, 0.0, 0.0], [-0.3, -0.3, 0.2], [0.1, 0.3, -0.9], [0.3, 0.2, 0.2], [0.4, 0.0, 0.0], [-0.2, 0.5, 0.2], [1.6, 1.2, -0.4], [0.9, 0.8, 0.8], [-0.4, -0.1, -0.3], [0.6, 0.2, 0.2], [-0.2, -0.2, 0.2], [-0.7, -0.6, -0.2], [0.2, -0.1, 0.0], [-0.4, -0.4, 0.0], [0.2, -0.3, 0.2], [-0.2, -0.1, 0.0], [-0.9, -0.5, -0.4], [-0.5, -0.5, -0.2]], "e_lumo_ev": 0.97, "e_tot_ha": -5187.2630, "total_charge": -1}

---

2.
{"formula": "Br2HOP", "method": "wB97M-V/def2-TZVPD", "elements": ["O", "P", "Br", "Br", "H"], "positions_angstrom": [[3.512, 0.496, -2.514], [2.686, 0.103, -1.405], [3.856, 0.345, 0.493], [-0.548, 1.048, 0.447], [-1.898, 1.528, 1.027]], "forces_ev_per_angstrom": [[0.8, 0.4, -1.2], [-0.8, -0.4, 1.2], [-0.1, 0.0, 0.0], [-2.1, 0.7, 0.9], [2.2, -0.8, -0.9]], "e_lumo_ev": -1.22, "e_tot_ha": -5565.2444, "smiles": "O=PBr.Br"}

---

3.
{"formula": "C44H35CsN10OS3", "method": "wB97M-V/def2-TZVPD", "elements": ["Cs", "N", "C", "C", "C", "C", "C", "C", "S", "N", "C", "C", "C", "C", "C", "C", "N", "H", "H", "H", "H", "H", "H", "H", "H", "H", "N", "C", "C", "C", "C", "C", "C", "N", "C", "C", "C", "S", "C", "N", "H", "H", "H", "H", "H", "H", "H", "C", "C", "O", "C", "C", "C", "C", "C", "C", "H", "H", "H", "H", "H", "H", "H", "H", "N", "S", "C", "C", "C", "C", "C", "C", "C", "C", "C", "C", "C", "C", "H", "H", "H", "H", "H", "H", "H", "H", "H", "H", "H", "N", "C", "N", "C", "N"], "positions_angstrom": [[-0.062, -1.309, -0.308], [-2.691, 3.615, 1.002], [-2.638, 3.952, 2.368], [-3.059, 5.201, 2.788], [-3.012, 5.545, 4.135], [-2.551, 4.630, 5.065], [-2.134, 3.372, 4.639], [-2.166, 3.030, 3.298], [-1.595, 1.438, 2.782], [-1.940, 1.371, 1.127], [-2.386, 2.374, 0.488], [-2.668, 2.212, -0.979], [-3.819, 2.725, -1.556], [-4.058, 2.457, -2.899], [-3.156, 1.679, -3.603], [-2.035, 1.207, -2.928], [-1.785, 1.482, -1.648], [-2.969, 4.331, 0.354], [-3.423, 5.914, 2.055], [-3.340, 6.528, 4.447], [-2.514, 4.884, 6.117], [-1.772, 2.647, 5.362], [-4.531, 3.288, -0.964], [-4.954, 2.831, -3.380], [-3.322, 1.394, -4.632], [-1.305, 0.591, -3.448], [-3.829, -3.121, 2.960], [-2.796, -3.615, 3.739], [-2.772, -4.389, 4.895], [-1.525, -4.692, 5.410], [-0.344, -4.236, 4.794], [-0.384, -3.469, 3.646], [-1.637, -3.160, 3.114], [-1.959, -2.413, 1.981], [-3.259, -2.418, 1.933], [-4.069, -1.757, 0.895], [-5.412, -1.562, 0.939], [-5.925, -0.801, -0.493], [-4.308, -0.790, -1.058], [-3.438, -1.305, -0.243], [-4.809, -3.302, 3.080], [-3.679, -4.742, 5.372], [-1.455, -5.294, 6.308], [0.612, -4.498, 5.230], [0.518, -3.108, 3.164], [-6.108, -1.805, 1.728], [-4.068, -0.394, -2.039], [1.232, -0.016, 4.113], [2.034, -0.181, 2.847], [1.751, -1.043, 2.038], [3.194, 0.730, 2.586], [3.956, 1.245, 3.629], [5.038, 2.071, 3.356], [5.336, 2.409, 2.042], [4.561, 1.909, 1.001], [3.498, 1.059, 1.268], [0.262, -0.491, 3.988], [1.115, 1.035, 4.372], [1.755, -0.514, 4.936], [3.716, 0.993, 4.656], [5.643, 2.456, 4.168], [6.169, 3.067, 1.830], [4.786, 2.184, -0.024], [2.899, 0.659, 0.456], [2.157, 0.363, -1.854], [2.327, -0.975, -2.671], [1.911, -0.719, -4.389], [0.864, -1.450, -4.928], [0.460, -1.191, -6.237], [1.110, -0.221, -6.981], [2.170, 0.501, -6.431], [2.574, 0.254, -5.131], [4.076, -1.346, -2.880], [4.514, -2.289, -3.806], [5.866, -2.584, -3.882], [6.770, -1.948, -3.035], [6.320, -1.021, -2.108], [4.963, -0.720, -2.023], [2.590, 1.158, -2.324], [0.367, -2.200, -4.324], [-0.373, -1.740, -6.658], [0.794, -0.019, -7.997], [2.676, 1.257, -7.017], [3.396, 0.812, -4.696], [3.809, -2.778, -4.470], [6.217, -3.311, -4.604], [7.826, -2.180, -3.099], [7.021, -0.531, -1.441], [4.586, -0.012, -1.295], [-3.352, -1.073, -5.198], [-3.048, -1.784, -4.327], [-2.809, -2.599, -3.321], [-1.617, -2.777, -2.835], [-0.575, -2.968, -2.337]], "forces_ev_per_angstrom": [[-0.1, 1.0, 1.0], [0.0, 0.0, 0.2], [0.0, 0.0, -0.2], [0.0, 0.1, 0.0], [0.0, 0.0, 0.0], [0.0, 0.0, -0.1], [0.0, 0.0, 0.1], [0.0, 0.0, 0.1], [0.0, 0.0, -0.1], [0.0, 0.0, 0.1], [-0.2, 0.1, -0.2], [0.1, -0.2, 0.3], [-0.1, 0.1, -0.1], [0.0, 0.0, 0.0], [0.0, 0.0, 0.0], [0.1, 0.2, 0.1], [0.2, -0.4, -0.3], [0.0, 0.0, 0.0], [0.0, 0.0, 0.0], [0.0, 0.0, 0.0], [0.0, 0.0, 0.0], [0.0, 0.0, 0.0], [0.0, 0.0, 0.0], [0.0, 0.0, 0.0], [0.0, 0.0, 0.0], [0.0, 0.0, 0.1], [0.0, -0.1, 0.2], [-0.3, 0.0, 0.0], [0.1, 0.0, 0.0], [0.0, 0.0, -0.1], [-0.1, 0.0, 0.0], [0.0, 0.0, 0.0], [0.2, 0.2, -0.3], [0.1, -0.1, 0.3], [-0.2, 0.2, -0.3], [0.6, -0.1, 0.1], [-0.2, 0.0, 0.1], [-0.2, 0.1, -0.1], [0.3, -0.1, 0.1], [-0.3, 0.0, -0.1], [0.0, 0.0, 0.0], [0.0, 0.0, 0.0], [0.0, 0.0, 0.0], [0.0, 0.0, 0.0], [0.0, 0.0, 0.0], [0.0, 0.0, -0.1], [0.0, -0.1, 0.1], [0.2, -0.1, 0.1], [0.1, 0.0, -0.1], [0.0, 0.0, 0.1], [-0.2, 0.0, 0.1], [0.1, 0.1, 0.0], [0.0, 0.0, 0.0], [0.0, 0.0, 0.0], [0.0, 0.0, 0.1], [0.1, 0.0, -0.1], [0.0, 0.0, 0.0], [0.0, 0.0, 0.0], [0.0, 0.0, 0.0], [0.0, 0.0, 0.0], [0.0, 0.0, 0.0], [0.0, 0.0, 0.0], [0.0, 0.0, 0.0], [0.0, 0.0, 0.0], [-0.1, -0.1, 0.1], [0.1, 0.2, -0.1], [0.0, 0.0, -0.1], [0.0, 0.1, -0.1], [0.0, 0.0, 0.1], [0.1, 0.0, 0.0], [-0.1, 0.0, 0.0], [-0.1, 0.0, 0.0], [0.1, 0.0, 0.0], [0.0, 0.0, 0.0], [0.0, 0.0, 0.1], [-0.1, 0.0, 0.0], [-0.1, 0.0, 0.0], [0.2, -0.1, 0.0], [0.0, -0.1, 0.0], [0.0, 0.0, 0.0], [0.0, 0.0, 0.0], [0.0, 0.0, 0.0], [0.0, 0.0, 0.0], [0.0, 0.0, 0.0], [0.0, 0.0, 0.0], [0.0, 0.0, 0.0], [0.0, 0.0, 0.0], [0.0, 0.0, 0.0], [0.0, 0.0, 0.0], [0.1, -0.1, 0.1], [0.2, -0.1, 0.1], [-0.1, 0.0, -0.1], [0.1, 0.0, -0.2], [-0.6, -0.7, -1.0]], "e_lumo_ev": 0.22, "e_tot_ha": -3535.2322}